{
  "formula": "BrH2P",
  "method": "the ωB97M-V functional and the def2-TZVPD basis",
  "e_lumo_ev": [-1.5, -1.6],
  "e_tot_ha": -2916.44758,
  "multiplicity": 1,
  "largest_force_ev_per_a": 1.50,
  "e_homo_ev": [-8.94, -8.95],
  "de_lowest_ev": 3.0284,
  "elements": ["Br", "P", "H", "H"],
  "xyz": [[2.36954, -0.93982, 0.62307], [-1.43282, 1.40982, 0.30477], [1.32177, -1.50660, -0.04920], [-2.25849, 1.03661, -0.87865]],
  "lowdin_charge": [0.32, 0.34, -0.34, -0.31]
}

=====

{
  "formula": "C3H8N2O",
  "method": "the ωB97M-V functional and the def2-TZVPD basis",
  "e_lumo_ev": 0.8,
  "e_tot_ha": -303.88820,
  "multiplicity": 1,
  "largest_force_ev_per_a": 1.00,
  "e_homo_ev": -9.44,
  "de_lowest_ev": 0.1070,
  "elements": ["O", "N", "N", "C", "C", "C", "H", "H", "H", "H", "H", "H", "H", "H"],
  "xyz": [[-1.10847, 2.28490, -1.27031], [-0.80469, 1.81384, 0.91407], [-0.32882, 0.23433, -0.74615], [-0.76657, 1.48353, -0.42097], [-0.07207, -0.91813, 0.11969], [1.29098, -1.53314, -0.12902], [-0.46888, 1.25915, 1.68270], [-1.25820, 2.68377, 1.13937], [-0.24252, -0.62403, 1.14810], [2.12814, -0.85017, 0.06152], [1.40728, -2.38115, 0.53541], [-0.33397, 0.05911, -1.74490], [-0.82219, -1.68263, -0.11902], [1.37997, -1.82937, -1.17049]],
  "lowdin_charge": [0.03, 0.15, 0.05, -0.64, -0.25, -0.09, 0.08, 0.10, 0.10, 0.08, 0.07, 0.15, 0.11, 0.07]
}

=====

{
  "formula": "C2O2",
  "method": "the ωB97M-V functional and the def2-TZVPD basis",
  "e_lumo_ev": 1.2,
  "e_tot_ha": -226.66329,
  "multiplicity": 1,
  "largest_force_ev_per_a": 4.02,
  "e_homo_ev": -12.88,
  "de_lowest_ev": 0.4061,
  "elements": ["O", "O", "C", "C"],
  "xyz": [[0.57747, 1.28033, -0.05092], [-0.36166, -1.05647, -0.25668], [-1.43148, -0.81980, -0.22361], [1.21568, 0.59595, 0.53121]],
  "lowdin_charge": [0.04, -0.01, 0.00, -0.02]
}

=====

{
  "formula": "C14H20N2OS",
  "method": "the ωB97M-V functional and the def2-TZVPD basis",
  "e_lumo_ev": 0.7,
  "e_tot_ha": -1128.40812,
  "multiplicity": 1,
  "largest_force_ev_per_a": 0.55,
  "e_homo_ev": -8.14,
  "de_lowest_ev": 0.7700,
  "elements": ["S", "O", "N", "N", "C", "C", "C", "C", "C", "C", "C", "C", "C", "C", "C", "C", "C", "C", "H", "H", "H", "H", "H", "H", "H", "H", "H", "H", "H", "H", "H", "H", "H", "H", "H", "H", "H", "H"],
  "xyz": [[-1.39133, -1.30861, 0.78023], [0.67534, 0.07981, 3.37195], [1.19111, 0.69225, 1.27136], [-0.06166, 3.31673, 0.50517], [1.22600, 0.51940, -0.16168], [0.75111, 4.09263, -0.40008], [0.18564, -1.51833, 1.68535], [-0.61942, -3.76650, -0.27771], [1.66541, 1.97165, 1.76620], [0.54507, 3.02698, 1.78048], [0.06632, 1.19869, -0.92383], [-0.75885, 2.20744, -0.10162], [-1.99065, -2.34265, -1.64856], [-0.60032, -4.70724, -1.29265], [-1.27248, -4.47485, -2.48007], [-1.97580, -3.29291, -2.65075], [0.69205, -0.17281, 2.18158], [-1.30368, -2.57308, -0.46096], [-1.28359, 1.67305, 0.69355], [1.66199, 3.58280, -0.74742], [0.00328, -2.14201, 2.56108], [-0.63333, 0.43939, -1.27259], [0.94774, 3.95807, 2.18702], [0.15061, 4.35085, -1.27194], [1.24161, -0.54268, -0.40788], [-1.51523, 2.62526, -0.77646], [0.90213, -1.99733, 1.02064], [1.04742, 5.01539, 0.09891], [-1.25417, -5.21415, -3.26632], [-0.24181, 2.67278, 2.45248], [2.17833, 0.93961, -0.50417], [-0.11313, -3.97539, 0.65249], [2.49757, 2.30152, 1.13997], [0.47292, 1.69845, -1.80388], [-2.50981, -3.10715, -3.57065], [-0.06215, -5.63218, -1.14618], [2.02078, 1.82364, 2.78836], [-2.53506, -1.41850, -1.77143]],
  "lowdin_charge": [0.98, 0.06, -0.06, -0.23, -0.15, -0.10, -0.34, -0.10, -0.12, -0.17, -0.16, -0.20, -0.12, -0.08, -0.09, -0.09, -0.53, -0.53, 0.10, 0.08, 0.09, 0.07, 0.12, 0.09, 0.11, 0.12, 0.08, 0.09, 0.10, 0.12, 0.12, 0.10, 0.12, 0.10, 0.10, 0.10, 0.12, 0.10]
}

=====

{
  "formula": "C33H19F5N6ORuS3",
  "method": "the ωB97M-V functional and the def2-TZVPD basis",
  "e_lumo_ev": [-6.5, -8.1],
  "e_tot_ha": -3460.76939,
  "multiplicity": 5,
  "total_charge": 2,
  "largest_force_ev_per_a": 0.77,
  "e_homo_ev": [-12.92, -12.92],
  "de_lowest_ev": 5.4808,
  "elements": ["Ru", "S", "S", "S", "F", "F", "F", "F", "F", "O", "N", "N", "N", "N", "N", "N", "C", "C", "C", "C", "C", "C", "C", "C", "C", "C", "C", "C", "C", "C", "C", "C", "C", "C", "C", "C", "C", "C", "C", "C", "C", "C", "C", "C", "C", "C", "C", "C", "C", "H", "H", "H", "H", "H", "H", "H", "H", "H", "H", "H", "H", "H", "H", "H", "H", "H", "H", "H"],
  "xyz": [[-0.82615, -0.06945, -0.50755], [-1.40974, 7.18990, -0.42103], [-3.14018, 0.03058, -0.15197], [1.14752, -2.60703, 5.84308], [2.03484, -6.64610, -1.43535], [3.49458, -2.01677, -4.09324], [-0.82062, -3.11735, -0.20866], [3.69832, -4.95286, -2.79799], [-0.20741, -5.77298, -0.34566], [1.75520, -0.47336, -1.09604], [-4.58794, 1.49647, -1.83127], [0.65110, -1.25926, -1.66250], [-0.62307, 2.09121, 0.01931], [-1.43522, 0.19396, -2.39268], [-0.20252, -0.16085, 1.47045], [-2.58205, 0.86604, -2.69310], [-0.16626, 3.53653, 3.38550], [3.39143, -2.25991, -1.38623], [-1.39665, 5.57441, -1.01676], [0.60154, -4.85752, -0.83481], [-0.68961, -0.19473, -3.37603], [1.20874, -1.62324, -3.99944], [0.13297, 2.42787, 4.09179], [1.26780, -4.30187, 5.82114], [2.62805, -4.51663, -2.14575], [-1.03789, 4.44783, -0.15880], [0.40357, -1.27762, 3.51698], [-3.42515, 0.86522, -1.68683], [-0.41344, 2.21944, 1.35106], [-1.75774, 5.55203, -2.33898], [-2.05532, 6.83353, -2.85776], [1.82022, -5.34259, -1.49665], [-0.77975, 4.57680, 1.19390], [2.30494, -2.60383, -3.71104], [1.27794, -2.54508, -1.25064], [0.14448, 1.13108, 3.46776], [-0.45446, 3.46252, 1.97821], [2.35668, -1.70491, -0.49740], [0.98669, -4.81894, 4.59391], [0.06646, -1.26671, 2.15650], [0.66249, -3.81149, 3.65506], [0.33231, -3.56086, -0.74963], [-1.91784, 7.80986, -1.91837], [2.41132, -3.03614, -2.23286], [0.45865, -1.02665, -3.07937], [-0.92468, 3.15259, -0.70281], [-0.15161, 1.04097, 2.10874], [0.42706, -0.05121, 4.16026], [0.69775, -2.54706, 4.18276], [4.45310, -2.09163, -1.48164], [1.54170, -4.83827, 6.71618], [-1.06760, 2.99100, -1.76368], [1.02968, -1.41180, -5.04823], [0.39628, -4.03411, 2.62919], [2.49923, -1.59268, 0.57327], [-4.83338, 1.88616, -2.72817], [-2.08155, 8.86920, -2.04191], [2.15834, -3.47939, -4.34547], [1.00402, -5.87666, 4.37572], [-2.36245, 7.02842, -3.87455], [-0.97824, 0.04135, -4.39422], [0.36308, 2.49094, 5.14764], [-1.81680, 4.64930, -2.93308], [-0.18583, 4.50510, 3.86884], [0.66265, 0.00255, 5.21734], [-5.29662, 1.43032, -1.12066], [-0.01071, -2.19807, 1.61962], [-0.83223, 5.55243, 1.66458]],
  "lowdin_spin": [2.29, 0.00, 0.25, 0.00, 0.01, 0.01, 0.02, 0.00, 0.00, 0.12, -0.01, 0.05, 0.10, -0.04, 0.01, 0.00, 0.00, 0.62, 0.00, 0.00, 0.11, 0.06, 0.00, 0.00, 0.03, 0.00, 0.00, 0.02, 0.01, 0.00, 0.00, 0.02, 0.01, 0.03, 0.02, 0.00, 0.00, 0.08, 0.00, 0.02, 0.00, 0.01, 0.00, 0.07, 0.01, 0.02, 0.00, 0.02, 0.00, 0.03, 0.00, 0.00, 0.00, 0.00, 0.01, 0.00, 0.00, 0.00, 0.00, 0.00, 0.00, 0.00, 0.00, 0.00, 0.00, 0.00, 0.00, 0.00]
}

=====

{
  "formula": "C44H47BaN6PS",
  "method": "the ωB97M-V functional and the def2-TZVPD basis",
  "e_lumo_ev": -0.5,
  "e_tot_ha": -2798.47986,
  "multiplicity": 1,
  "largest_force_ev_per_a": 1.36,
  "e_homo_ev": -5.59,
  "de_lowest_ev": 0.0714,
  "elements": ["Ba", "S", "P", "N", "N", "N", "N", "N", "N", "C", "C", "C", "C", "C", "C", "C", "C", "C", "C", "C", "C", "C", "C", "C", "C", "C", "C", "C", "C", "C", "C", "C", "C", "C", "C", "C", "C", "C", "C", "C", "C", "C", "C", "C", "C", "C", "C", "C", "C", "C", "C", "C", "C", "H", "H", "H", "H", "H", "H", "H", "H", "H", "H", "H", "H", "H", "H", "H", "H", "H", "H", "H", "H", "H", "H", "H", "H", "H", "H", "H", "H", "H", "H", "H", "H", "H", "H", "H", "H", "H", "H", "H", "H", "H", "H", "H", "H", "H", "H", "H"],
  "xyz": [[-0.63953, -0.81674, 1.22085], [-2.56337, -1.69846, 3.52146], [2.42504, -1.76913, 0.64865], [-2.12366, -1.27668, -1.41357], [-3.97614, 0.42734, 4.22552], [-1.48487, 2.37520, 0.42388], [0.12315, 1.12380, 2.52761], [-3.43134, -0.53053, 0.85388], [-3.90263, 0.07188, 1.98996], [2.03451, 1.97177, 3.43144], [2.25461, -3.23286, -2.43275], [1.11406, -5.55094, 1.15953], [2.68083, 0.32829, -1.06680], [3.57545, -4.31430, 0.93631], [-2.27899, -2.02083, -3.67974], [-3.95859, -0.19442, -0.25399], [-5.03622, 0.84525, -0.37497], [-1.57929, -1.82715, -2.49593], [2.61430, -0.99570, -3.47249], [-3.01890, 4.49363, 1.74311], [-0.41613, 2.90592, 0.91279], [-4.23579, 4.62183, -1.83968], [6.45816, -0.88262, 1.15568], [-0.45158, 2.51676, -3.08103], [0.42923, 2.30771, 1.90200], [-3.49192, -0.34018, 3.22609], [5.40058, -1.87155, -0.87176], [4.09441, -1.30511, 1.26561], [2.90549, 1.03534, -2.23534], [-4.18170, 3.83372, 2.49088], [5.29437, -1.33940, 0.53776], [-1.67792, 1.88643, -2.42173], [2.41903, -1.73540, -2.30181], [-2.31964, 3.20750, -0.36711], [1.12456, -4.19220, 0.72998], [4.11441, -0.85122, 2.58659], [2.26742, -6.24820, 1.41995], [2.88075, 0.36335, -3.45033], [6.46287, -0.42283, 2.46502], [-3.08436, 4.21209, 0.25427], [5.28355, -0.41963, 3.19427], [-0.08846, -3.50905, 0.41099], [1.09261, 0.93410, 3.44454], [-4.17118, -1.04124, -2.60768], [1.60016, 2.85881, 2.44053], [2.41083, -3.57182, 0.68590], [2.48159, -1.06092, -1.07061], [-4.02592, 4.90829, -0.50217], [3.52845, -5.64614, 1.28756], [-3.39544, -0.87207, -1.47476], [-3.48413, 3.62139, -2.43964], [-3.60233, -1.63432, -3.72710], [-2.52933, 2.91082, -1.72368], [-5.92897, 0.56060, 0.18824], [-0.06367, -2.77133, -0.39749], [-4.60967, 5.68627, -0.01959], [-3.59918, 0.21406, 5.13430], [-5.14742, 4.17334, 2.11060], [5.28598, -1.07344, -1.61037], [1.06948, 0.06659, 4.09713], [-1.78845, -2.46861, -4.53306], [1.54823, -3.65557, -1.71966], [-3.62846, 3.38893, -3.49081], [2.06118, 3.79031, 2.13950], [1.92078, -3.48209, -3.44391], [-2.27460, 1.36878, -3.17821], [-1.34538, 1.14535, -1.69812], [7.38709, -0.07626, 2.91342], [-0.74835, 3.26559, -3.81933], [4.43625, -6.19804, 1.49251], [-4.19083, -1.78208, -4.62403], [3.20589, -3.74739, -2.26698], [4.64555, -2.62631, -1.08103], [-5.20686, -0.72669, -2.62308], [5.26888, -0.07484, 4.22151], [2.70397, 0.85524, -0.11470], [-4.97008, 5.17576, -2.41060], [-4.50845, 0.87618, 1.91971], [0.15128, -6.04164, 1.26023], [3.08772, 2.10285, -2.19885], [-1.00533, -4.09673, 0.41168], [0.17375, 3.01055, -2.33383], [0.15914, 1.76359, -3.57870], [2.58968, -1.51853, -4.42395], [2.91054, 2.05898, 4.05683], [-3.04833, 5.57305, 1.90538], [-0.11587, 3.91246, 0.59880], [-4.66242, 1.80075, 0.01161], [3.05392, 0.89799, -4.37736], [6.38030, -2.32727, -1.01843], [-4.14176, 4.04734, 3.56240], [-4.20051, 1.39684, 4.05384], [-4.14019, 2.74636, 2.35593], [2.20102, -7.28493, 1.73246], [-0.54050, -2.12863, -2.41348], [3.18475, -0.82504, 3.14106], [4.53811, -3.81568, 0.91854], [-5.31831, 1.02516, -1.40768], [-2.08855, 4.13813, 2.17491], [7.38765, -0.90958, 0.59481]],
  "lowdin_charge": [1.61, 0.57, 1.03, 0.06, 0.11, 0.07, -0.26, -0.03, -0.02, -0.11, -0.04, -0.07, -0.11, -0.11, -0.04, -0.25, 0.00, -0.11, -0.06, -0.18, -0.13, -0.08, -0.05, -0.07, -0.38, -0.90, -0.04, -0.32, -0.10, -0.08, -0.26, -0.21, -0.28, -0.21, -0.39, -0.10, -0.11, -0.10, -0.08, -0.18, -0.09, -0.28, -0.24, -0.01, -0.06, -0.37, -0.33, -0.06, -0.12, -0.24, -0.05, -0.05, -0.19, 0.10, -0.07, 0.11, 0.10, 0.08, 0.09, 0.10, 0.11, 0.05, 0.12, 0.10, 0.08, 0.11, 0.07, 0.10, 0.08, 0.09, 0.11, 0.08, 0.05, 0.11, 0.10, 0.10, 0.10, 0.11, 0.10, 0.11, 0.03, 0.07, 0.06, 0.11, 0.09, 0.12, 0.14, 0.08, 0.10, 0.08, 0.08, 0.09, 0.03, 0.09, 0.10, 0.08, 0.09, 0.08, 0.09, 0.11]
}

=====

Which value of multiplicity does entry 4 give?
1